The following is a DFT calculation (the ωB97M-V functional and the def2-TZVPD basis) of a molecular structure, C14H35FN4O4Pt in a non-equilibrium geometry.

Calculated values
electronic energy	-1292.8899	hartree
F_max	1.721	eV/A
HOMO-LUMO gap (spin up / spin down)	6.4 / 3.6	eV
energy above the lowest of the compared OMol25 structures with the same formula, charge and spin	12.0	kcal/mol

```
! wB97M-V def2-TZVPD RIJCOSX def2/J DEFGRID3
* xyz 2 3
Pt 1.095 -3.690 1.133
F 0.488 -1.780 1.491
O -2.342 0.825 0.845
O 0.842 3.574 1.870
O -0.546 2.569 -3.349
O 1.864 -3.368 6.405
N 0.347 -0.165 -2.830
N 0.224 1.391 1.932
N -2.242 -1.430 1.009
N 0.993 -1.266 6.087
C -1.113 1.859 -2.294
C -0.783 -0.811 -3.607
C -0.188 0.777 -1.797
C 2.307 -0.745 -1.297
C 1.754 -2.370 5.723
C 1.063 2.359 2.132
C 1.157 -1.246 -2.140
C -4.373 -0.332 1.271
C 2.465 2.094 2.683
C 1.280 0.523 -3.781
C -1.698 -1.708 -2.817
C 2.455 -2.275 4.371
C -2.905 -0.258 1.034
C -1.075 3.885 -3.491
H 0.619 -0.707 5.350
H -0.968 4.452 -2.559
H -2.233 -1.234 -1.998
H 2.464 1.862 3.745
H 0.545 0.418 1.951
H -1.291 -0.006 -4.132
H -4.834 -0.340 0.277
H 1.985 -0.077 -0.505
H 0.702 0.996 -4.568
H -0.729 1.556 1.570
H 1.961 -1.590 3.687
H -1.226 -1.441 0.947
H 0.690 -1.231 7.046
H 1.853 1.269 -3.251
H 1.439 -1.984 -2.882
H -2.121 3.850 -3.800
H -0.729 0.181 -1.057
H -2.635 -2.341 1.171
H 3.506 -2.013 4.506
H -4.791 0.542 1.765
H 2.481 -3.288 3.959
H 1.870 -0.225 -4.309
H -2.096 1.428 -2.539
H -0.259 -1.414 -4.353
H -1.302 2.534 -1.448
H 0.453 -1.639 -1.402
H -2.423 -2.120 -3.523
H 3.078 2.969 2.481
H 2.820 1.235 2.113
H 0.648 1.197 -1.245
H 3.063 -0.216 -1.876
H -1.190 -2.609 -2.468
H -0.483 4.402 -4.240
H -4.688 -1.192 1.859
H 2.753 -1.634 -0.852
*
```